No. 1
52
Properties=species:S:1:pos:R:3:forces:R:3:lowdin_charge:R:1 method="wB97M-V/def2-TZVPD" spin_multiplicity=1 homo_energy_ha="-0.802 / -0.803" charge=+4
Tc -0.011 0.010 -0.648 -0.01 -0.09 0.75 1.861
C 4.660 0.484 4.592 0.08 -0.03 -0.10 0.039
C 3.434 0.361 3.799 -0.07 0.02 0.03 -0.110
C 2.230 0.995 4.181 0.15 -0.08 -0.03 0.066
C 1.115 0.866 3.410 -0.02 -0.09 -0.17 0.070
C 1.137 0.095 2.194 0.19 0.08 0.25 -0.174
N -0.029 -0.009 1.508 -0.08 0.07 -0.71 0.064
C -1.167 -0.319 2.140 -0.05 -0.12 0.27 -0.119
C -1.022 -1.117 3.362 -0.01 0.10 -0.16 0.082
C -2.064 -1.376 4.180 -0.16 0.07 -0.01 0.072
C -3.363 -0.900 3.846 0.01 -0.02 0.04 -0.083
C -4.513 -1.170 4.693 0.01 -0.01 -0.01 0.052
C -3.544 -0.208 2.584 -0.10 -0.03 0.10 0.127
C -2.525 0.049 1.735 0.27 -0.14 0.09 -0.026
C -2.787 0.762 0.434 0.45 0.07 -0.20 -0.155
O -1.666 0.477 -0.433 -0.15 -0.17 -0.21 -0.215
C -2.748 2.320 0.614 -0.25 0.11 0.08 -0.562
F -2.950 2.938 -0.525 0.06 -0.04 0.04 0.251
F -1.497 2.623 1.052 0.01 -0.02 0.00 0.150
F -3.624 2.674 1.522 0.12 -0.01 -0.09 0.260
C -4.043 0.243 -0.366 -0.22 0.02 -0.05 -0.580
F -4.028 -1.084 -0.330 0.02 0.07 0.02 0.223
F -3.957 0.655 -1.613 0.02 -0.01 0.07 0.241
F -5.131 0.713 0.211 0.06 -0.06 -0.04 0.243
C 2.372 -0.539 1.781 -0.28 0.17 0.03 -0.045
C 3.459 -0.415 2.582 0.12 0.02 0.18 0.117
C 2.375 -1.425 0.555 -0.23 0.16 -0.15 -0.135
O 1.533 -0.736 -0.415 -0.03 -0.17 -0.12 -0.204
C 3.768 -1.573 -0.155 0.14 -0.14 -0.06 -0.588
F 4.337 -0.375 -0.229 -0.04 -0.03 0.04 0.217
F 3.586 -2.046 -1.370 0.01 0.05 0.06 0.242
F 4.501 -2.394 0.574 -0.01 0.07 -0.07 0.243
C 1.679 -2.828 0.795 -0.10 -0.18 -0.02 -0.539
F 1.925 -3.223 2.026 0.01 0.07 -0.04 0.240
F 0.321 -2.638 0.676 0.15 0.15 0.03 0.124
F 2.039 -3.723 -0.074 -0.01 0.07 0.02 0.277
H 4.525 1.009 5.532 -0.02 0.01 0.01 0.118
H 5.420 1.009 3.988 0.01 0.01 0.04 0.151
H 5.103 -0.507 4.760 0.00 0.01 0.03 0.142
H 2.208 1.601 5.079 0.00 0.00 0.00 0.159
H 0.203 1.397 3.664 0.01 0.02 -0.02 0.154
H -0.046 -1.537 3.572 -0.01 -0.03 -0.04 0.149
H -1.928 -1.976 5.073 -0.01 0.00 0.01 0.164
H -4.247 -1.322 5.740 0.00 0.00 0.00 0.132
H -4.932 -2.144 4.354 -0.01 0.01 -0.01 0.177
H -5.323 -0.449 4.568 -0.01 0.00 0.00 0.131
H -4.553 0.100 2.335 -0.01 0.00 0.01 0.160
H 4.384 -0.928 2.346 0.00 0.01 0.00 0.157
N 0.614 1.900 -1.284 -0.01 -0.04 0.15 0.086
H 1.566 1.862 -1.672 0.00 0.03 -0.02 0.136
H 0.608 2.626 -0.561 -0.02 0.01 0.00 0.119
H 0.007 2.232 -2.047 0.04 0.05 -0.02 0.139

No. 2
15
Properties=species:S:1:pos:R:3:forces:R:3:lowdin_charge:R:1 method="wB97M-V/def2-TZVPD" spin_multiplicity=1 relative_energy_kcal_mol=163.98 homo_energy_ha="-0.345 / -0.345" charge=0
N -2.269 -0.408 0.161 -0.07 -0.14 0.15 0.051
C -0.846 -0.545 0.381 0.18 -0.02 -0.02 -0.378
C 0.005 -0.774 -0.875 -0.06 0.01 -0.08 -0.171
C 1.268 -0.062 -0.392 0.27 -0.28 -0.22 -0.009
O 1.709 1.920 0.230 0.36 0.23 -0.08 -0.238
C -0.141 0.725 0.725 -0.10 0.92 0.60 -0.239
N -0.034 1.826 1.175 -0.26 -0.97 -0.34 0.219
H -2.648 -1.297 -0.152 0.01 0.11 0.02 0.081
H -2.740 -0.167 1.028 0.01 0.00 -0.11 0.082
H -0.562 -1.279 1.156 -0.04 0.13 -0.12 0.153
H -0.459 -0.217 -1.695 0.08 -0.06 0.08 0.124
H 0.157 -1.814 -1.194 0.02 0.18 0.06 0.116
H 1.950 0.270 -1.169 -0.13 -0.07 0.14 0.083
H 1.793 -0.580 0.408 -0.09 0.14 -0.08 0.101
H 2.470 2.543 0.152 -0.18 -0.17 0.00 0.025

No. 3
84
Properties=species:S:1:pos:R:3:forces:R:3:lowdin_charge:R:1 method="wB97M-V/def2-TZVPD" spin_multiplicity=1 relative_energy_kcal_mol=31.58 homo_energy_ha=-0.141 charge=-1
Rb -1.908 -0.436 -0.502 0.21 0.44 0.77 0.923
C -0.983 4.290 -2.874 0.01 0.04 0.00 -0.074
C -1.227 2.978 -2.429 -0.09 0.03 0.04 -0.166
N -1.243 2.650 -1.158 -0.08 -0.16 -0.12 0.090
C -1.043 3.600 -0.216 0.10 0.08 0.02 -0.161
C -0.795 4.956 -0.561 -0.01 -0.05 0.00 -0.186
C -0.764 5.266 -1.942 0.00 -0.04 0.01 -0.039
C -0.601 5.929 0.444 0.01 0.05 0.05 -0.105
C -0.671 5.532 1.762 0.00 0.00 -0.07 -0.126
C -0.909 4.212 2.139 0.02 -0.01 0.00 -0.046
C -1.079 3.181 1.188 -0.08 0.03 0.01 -0.254
N -1.200 1.889 1.441 -0.10 0.03 -0.33 0.032
C -1.407 1.375 2.680 0.17 -0.01 0.11 -0.264
C -2.463 1.694 3.524 0.04 -0.01 -0.06 -0.032
C -2.683 0.997 4.722 0.03 -0.05 0.02 -0.095
C -1.856 -0.019 5.126 -0.06 0.03 0.04 -0.072
C -0.741 -0.358 4.326 0.03 0.05 -0.07 -0.167
C 0.182 -1.367 4.685 0.05 -0.02 -0.04 -0.027
C 1.267 -1.608 3.891 -0.07 0.01 0.05 -0.071
C 1.427 -0.837 2.719 0.00 -0.10 0.01 -0.167
N 0.582 0.083 2.336 0.04 -0.02 0.04 0.141
C -0.501 0.338 3.116 -0.03 -0.07 0.14 -0.150
H -0.984 4.510 -3.935 0.00 0.00 0.00 0.095
H -1.416 2.178 -3.140 -0.01 -0.01 0.00 0.113
H -0.577 6.292 -2.240 -0.01 0.00 -0.01 0.106
H -0.422 6.961 0.168 0.00 0.00 0.00 0.087
H -0.532 6.271 2.545 0.00 0.01 0.00 0.093
H -0.941 3.958 3.191 0.00 -0.01 0.00 0.093
H -3.148 2.476 3.220 0.00 0.00 0.00 0.113
H -3.538 1.266 5.331 0.00 0.00 0.01 0.097
H -2.036 -0.563 6.045 -0.01 0.01 0.00 0.098
H 0.014 -1.935 5.594 0.01 0.00 0.00 0.110
H 1.991 -2.375 4.137 0.00 0.00 0.01 0.098
H 2.276 -1.013 2.061 -0.03 0.01 0.01 0.087
N 1.689 -3.325 0.515 0.01 0.21 -0.05 0.025
C 0.995 -4.499 -0.024 -0.04 -0.06 0.06 -0.276
C -0.012 -5.078 0.967 -0.07 0.03 -0.03 -0.209
C -1.194 -4.149 1.258 0.01 -0.05 0.00 -0.209
C -2.130 -4.013 0.065 0.03 -0.08 -0.03 -0.303
N -3.242 -3.104 0.342 0.03 0.00 -0.09 -0.024
H 1.436 -3.200 1.489 0.08 -0.02 -0.01 0.029
H 1.347 -2.496 0.040 -0.01 0.04 0.00 0.029
H 1.727 -5.270 -0.287 -0.01 -0.02 0.05 0.095
H 0.495 -4.211 -0.949 0.01 -0.02 -0.08 0.097
H 0.515 -5.312 1.900 0.01 0.01 -0.01 0.103
H -0.386 -6.031 0.578 -0.02 0.00 0.02 0.106
H -0.846 -3.152 1.552 0.03 -0.03 0.01 0.097
H -1.756 -4.536 2.116 -0.02 0.01 0.00 0.108
H -2.455 -5.019 -0.235 -0.05 0.02 -0.03 0.118
H -1.588 -3.613 -0.793 0.03 0.03 0.00 0.084
H -3.977 -3.576 0.855 0.06 0.04 0.06 0.068
H -3.651 -2.793 -0.537 -0.09 0.05 -0.02 0.019
O -2.970 -3.153 -3.033 -0.07 0.13 0.01 -0.173
P -3.361 -1.604 -3.310 0.03 -0.05 -0.16 0.150
O -4.021 -1.404 -4.612 0.02 0.04 0.03 -0.314
O -3.909 -1.079 -2.023 -0.34 -0.24 -0.35 -0.493
O -1.814 -0.931 -3.425 0.03 -0.05 0.06 -0.361
P -0.400 -1.691 -3.399 0.10 -0.01 0.06 0.163
O 0.538 -0.568 -4.169 -0.08 -0.04 0.16 -0.169
O -0.447 -2.938 -4.207 -0.03 0.05 -0.02 -0.305
O 0.124 -1.700 -1.993 0.07 -0.10 -0.06 -0.419
H -2.278 -3.432 -3.660 0.09 -0.07 -0.05 0.037
H 0.290 -0.578 -5.098 -0.03 0.00 -0.20 0.066
C 3.294 0.193 -2.577 0.01 -0.11 -0.02 -0.053
C 3.007 -0.671 -1.326 0.07 0.03 0.02 -0.132
N 2.462 0.162 -0.257 0.07 -0.08 -0.13 -0.132
C 1.292 0.882 -0.752 -0.08 0.28 0.13 -0.162
C 1.702 1.897 -1.839 -0.19 0.10 0.02 -0.061
N 3.143 1.630 -2.164 0.07 0.04 -0.04 -0.088
C 4.002 1.939 -0.977 0.02 -0.02 0.07 -0.065
C 3.453 1.106 0.213 0.02 0.02 -0.06 -0.142
H 2.558 0.008 -3.363 0.06 0.03 0.06 0.108
H 4.304 0.069 -2.967 0.01 0.01 0.00 0.126
H 3.909 -1.163 -0.964 0.05 0.00 0.00 0.126
H 2.274 -1.428 -1.594 -0.03 -0.02 0.02 0.091
H 0.769 1.374 0.069 0.05 -0.10 0.02 0.089
H 0.639 0.154 -1.208 -0.11 -0.22 -0.03 0.047
H 1.626 2.937 -1.515 0.01 0.01 -0.01 0.131
H 1.137 1.759 -2.760 0.05 0.00 0.04 0.117
H 3.414 2.225 -2.942 0.00 -0.02 0.04 0.182
H 3.945 3.013 -0.802 -0.01 0.01 -0.02 0.128
H 5.026 1.674 -1.242 -0.01 -0.01 -0.02 0.124
H 2.983 1.754 0.953 -0.01 0.00 0.00 0.130
H 4.272 0.569 0.696 0.02 0.01 -0.01 0.122

No. 4
9
Properties=species:S:1:pos:R:3:forces:R:3:lowdin_charge:R:1 method="wB97M-V/def2-TZVPD" spin_multiplicity=1 relative_energy_kcal_mol=38.08 homo_energy_ha="-0.382 / -0.382" charge=0
C -0.521 1.237 2.351 0.05 -1.18 1.53 -0.342
N -0.859 1.459 3.428 -0.24 0.27 0.30 0.145
N -0.106 1.060 1.136 0.53 1.64 -2.42 0.070
N 0.123 0.003 0.537 -1.06 0.06 0.93 0.048
N 0.286 -1.457 -1.342 -0.48 1.38 2.53 0.140
N 0.455 -0.171 -0.599 1.33 -2.49 -4.82 -0.022
F 0.831 0.915 -1.900 -0.86 -0.94 2.07 -0.210
H 0.495 -1.338 -2.314 0.64 0.96 -0.35 0.076
H -0.703 -1.708 -1.296 0.08 0.30 0.23 0.094